[1]
Formula: C12H19BrCrIN4O4Te
Source: the OMol25 dataset
Level of theory: wB97M-V/def2-TZVPD

The energy relative to the best compared isomer or geometry (same formula, charge and spin) is 5.9 kJ/mol. As for the multiplicity: 5. Its net charge is +1. Its HOMO energy (alpha / beta) is -0.3914 / -0.4124 Eh. The total energy comes out at -5172.7638 hartree.

Cartesian coordinates (Å):
Cr (0.306, 0.204, -0.507)
N (0.461, 4.455, -0.421)
C (0.345, 3.256, -0.986)
O (0.162, 2.239, -0.295)
C (0.419, 3.164, -2.478)
I (2.334, 2.432, -3.028)
H (0.475, 4.519, 0.585)
H (0.626, 5.283, -0.965)
H (0.263, 4.122, -2.965)
H (-0.316, 2.441, -2.825)
Br (5.249, -2.041, 3.524)
C (4.208, -1.343, 2.125)
C (4.254, 0.028, 1.867)
N (3.558, 0.596, 0.889)
C (2.786, -0.208, 0.165)
C (2.644, -1.573, 0.354)
C (3.398, -2.165, 1.361)
C (1.637, -2.381, -0.423)
O (1.739, -3.577, -0.533)
O (0.631, -1.674, -0.889)
H (4.879, 0.673, 2.470)
H (2.328, 0.285, -0.712)
H (3.331, -3.231, 1.533)
C (-0.138, -1.228, 3.735)
Te (-0.117, 0.493, 2.497)
C (-2.221, 0.575, 2.194)
H (-0.242, -2.132, 3.143)
H (-0.969, -1.121, 4.427)
H (0.794, -1.250, 4.292)
H (-2.703, 0.996, 3.070)
H (-2.581, -0.432, 2.002)
H (-2.413, 1.198, 1.324)
C (-4.513, -1.248, -2.679)
N (-3.497, -0.325, -2.216)
C (-2.261, -0.681, -1.830)
N (-1.877, -1.951, -1.934)
O (-1.496, 0.224, -1.379)
H (-5.457, -0.716, -2.754)
H (-4.648, -2.071, -1.975)
H (-4.270, -1.648, -3.666)
H (-3.722, 0.644, -2.075)
H (-2.468, -2.644, -2.357)
H (-0.920, -2.184, -1.663)

---

[2]
Formula: C12H19Cl2F4NO4S
Source: the OMol25 dataset
Level of theory: wB97M-V/def2-TZVPD

The energy relative to the best compared isomer or geometry (same formula, charge and spin) is 0.0 kJ/mol. Its HOMO energy is -0.2577 Eh. The total energy comes out at -2542.2025 hartree.

Cartesian coordinates (Å):
C (1.348, 1.329, -0.119)
C (1.470, -0.155, -0.186)
Cl (3.036, -0.728, -0.534)
C (0.472, -0.971, -0.010)
Cl (0.763, -2.695, -0.147)
C (-0.929, -0.511, 0.296)
C (-1.685, -1.734, 0.795)
N (-3.032, -1.292, 1.237)
F (-2.898, -0.400, 2.273)
C (-3.894, -0.792, 0.150)
C (-3.205, 0.129, -0.887)
C (-3.757, 1.569, -0.727)
C (-3.348, 2.325, 0.516)
O (-1.982, 2.722, 0.500)
C (-1.648, 0.044, -0.969)
C (-1.242, -0.826, -2.193)
H (2.263, 1.702, 0.324)
H (1.313, 1.705, -1.137)
H (0.503, 1.655, 0.469)
H (-0.846, 0.269, 1.044)
H (-1.191, -2.146, 1.666)
H (-1.771, -2.507, 0.048)
H (-3.498, -2.107, 1.649)
H (-4.357, -1.636, -0.347)
H (-4.706, -0.238, 0.608)
H (-3.562, -0.195, -1.854)
H (-3.517, 2.116, -1.632)
H (-4.841, 1.459, -0.731)
H (-3.922, 3.251, 0.514)
H (-3.620, 1.818, 1.439)
H (-1.560, 2.362, 1.291)
H (-1.250, 1.026, -1.171)
H (-1.928, -0.673, -3.015)
H (-1.186, -1.875, -1.927)
H (-0.275, -0.478, -2.532)
C (6.621, -0.167, 0.257)
F (6.913, 0.519, -0.869)
F (5.867, 0.657, 1.025)
F (5.812, -1.193, -0.113)
S (8.130, -0.759, 1.138)
O (8.821, 0.474, 1.432)
O (8.754, -1.605, 0.147)
O (7.567, -1.447, 2.279)

---

[3]
Formula: C12H19Cl2IrN3O
Source: the OMol25 dataset
Level of theory: wB97M-V/def2-TZVPD

The energy relative to the best compared isomer or geometry (same formula, charge and spin) is 0.0 kJ/mol. As for the multiplicity: 6. Its HOMO energy (alpha / beta) is -0.1731 / -0.3060 Eh. The total energy comes out at -1732.6337 hartree.

Cartesian coordinates (Å):
Ir (-0.606, 2.034, 0.623)
Cl (-0.682, 4.153, -0.236)
Cl (-0.219, 2.993, 2.710)
C (2.644, -1.373, -1.079)
H (2.539, -2.250, -0.441)
H (3.270, -0.546, -0.730)
C (-1.299, 1.131, -0.828)
C (1.937, -1.236, -2.179)
H (-1.311, 0.035, -0.598)
C (1.910, -0.042, -3.103)
H (1.382, -2.098, -2.572)
C (1.347, 1.316, -2.643)
H (2.978, 0.191, -3.222)
H (1.506, -0.339, -4.076)
C (-0.026, 1.795, -3.114)
H (1.365, 1.415, -1.551)
H (2.121, 2.058, -2.962)
C (-1.333, 1.450, -2.281)
H (0.013, 2.891, -3.129)
H (-0.208, 1.520, -4.167)
H (-2.001, 2.322, -2.407)
H (-1.758, 0.518, -2.705)
C (1.214, -2.613, 2.640)
N (0.062, -1.700, 2.604)
C (-1.045, -1.950, 3.354)
C (-2.167, -1.181, 3.237)
C (-2.128, -0.044, 2.380)
N (-0.960, 0.274, 1.815)
C (0.126, -0.538, 1.819)
O (1.135, -0.240, 1.160)
N (-3.158, 0.774, 2.104)
H (1.088, -3.397, 1.876)
H (1.251, -3.089, 3.631)
H (2.144, -2.062, 2.444)
H (-0.960, -2.833, 3.997)
H (-3.076, -1.427, 3.787)
H (-4.107, 0.493, 2.343)
H (-2.987, 1.594, 1.498)

---

[4]
Formula: C12H19Cl3O2Pb
Source: the OMol25 dataset
Level of theory: wB97M-V/def2-TZVPD

The energy relative to the best compared isomer or geometry (same formula, charge and spin) is 340.0 kJ/mol. Its net charge is -2. Its HOMO energy (alpha / beta) is 0.0402 / -0.0028 Eh. The total energy comes out at -2192.4209 hartree.

Cartesian coordinates (Å):
C (-0.679, 0.990, -2.458)
C (-0.869, -0.411, -2.666)
C (0.414, -1.056, -2.523)
C (-2.118, -1.081, -3.038)
C (1.388, -0.058, -2.240)
C (0.710, 1.199, -2.177)
C (1.286, 2.459, -1.748)
C (-1.718, 2.024, -2.502)
C (0.658, -2.491, -2.710)
C (2.837, -0.296, -2.037)
Pb (-3.386, -1.010, 1.928)
Cl (-2.259, -2.498, 0.612)
Cl (-4.212, 0.045, -0.178)
Cl (1.444, -1.071, 1.251)
H (-2.985, -0.483, -2.722)
H (-2.204, -2.062, -2.551)
H (-2.181, -1.234, -4.120)
H (-0.050, -3.106, -2.128)
H (1.683, -2.749, -2.392)
H (0.553, -2.784, -3.775)
H (2.992, -1.024, -1.247)
H (3.325, 0.631, -1.769)
H (3.281, -0.679, -2.968)
H (2.379, 2.408, -1.662)
H (0.864, 2.642, -0.675)
H (1.054, 3.282, -2.450)
H (-2.650, 1.634, -2.067)
H (-1.918, 2.340, -3.522)
H (-1.405, 2.893, -1.921)
O (0.369, 1.986, 0.535)
H (0.783, 1.123, 0.760)
C (1.844, -0.617, 3.977)
C (0.525, -0.811, 4.327)
O (-0.592, -1.014, 4.599)
H (1.825, -0.773, 2.739)
H (2.490, -1.404, 4.388)
H (2.189, 0.403, 4.206)

---

[5]
Formula: C12H19FN2O5P
Source: the OMol25 dataset
Level of theory: wB97M-V/def2-TZVPD

Its net charge is -1. Its HOMO energy is -0.1569 Eh. The total energy comes out at -1395.5286 hartree.

Cartesian coordinates (Å):
O (-2.297, 3.571, 0.543)
C (-1.688, 2.569, 0.385)
F (-1.479, 1.781, 1.500)
N (-1.144, 2.212, -0.915)
C (0.302, 2.117, -0.790)
O (0.804, 2.779, 0.088)
C (1.236, 1.182, -1.665)
C (1.485, -0.101, -0.751)
C (2.852, -0.643, -0.782)
C (3.004, -1.827, 0.109)
C (1.817, -2.239, 0.848)
N (0.560, -1.739, 0.834)
C (0.378, -0.654, 0.021)
C (0.923, 0.966, -3.205)
O (2.157, 0.809, -3.918)
P (3.177, 2.090, -3.266)
O (2.477, 1.876, -1.652)
H (-1.574, 1.340, -1.239)
H (3.675, -0.219, -1.398)
H (3.991, -2.345, 0.183)
H (1.973, -3.113, 1.540)
H (-0.653, -0.220, -0.019)
H (0.140, 0.219, -3.497)
H (0.478, 1.949, -3.550)
H (3.909, 2.027, -4.529)
H (2.275, 3.136, -3.687)
H (3.996, 3.142, -2.670)
H (4.246, 1.212, -2.799)
C (-2.713, -0.598, 2.582)
C (-3.513, -1.886, 2.494)
C (-3.423, -2.682, 3.788)
O (-3.021, -2.676, 1.413)
H (-1.653, -0.808, 2.753)
H (-2.778, -0.045, 1.646)
H (-3.078, 0.040, 3.391)
H (-4.559, -1.657, 2.277)
H (-2.387, -2.962, 4.001)
H (-3.993, -3.611, 3.707)
H (-3.810, -2.107, 4.633)
H (-2.094, -2.884, 1.593)

---

[6]
Formula: C12H19FNO2S
Source: the OMol25 dataset
Level of theory: wB97M-V/def2-TZVPD

The energy relative to the best compared isomer or geometry (same formula, charge and spin) is 0.0 kJ/mol. Its net charge is +1. Its HOMO energy is -0.4765 Eh. The total energy comes out at -1171.7055 hartree.

Cartesian coordinates (Å):
C (1.586, -1.702, 0.123)
C (0.936, -1.385, -1.228)
C (1.920, -0.818, -2.241)
F (3.101, -1.529, -2.279)
C (2.230, 0.610, -1.879)
C (1.436, 1.648, -2.339)
C (1.692, 2.941, -1.917)
C (2.738, 3.178, -1.051)
N (3.502, 2.158, -0.633)
C (3.280, 0.893, -1.022)
H (2.552, -2.178, -0.017)
H (1.745, -0.804, 0.710)
H (0.940, -2.374, 0.667)
H (0.383, -2.226, -1.629)
H (0.231, -0.578, -1.059)
H (1.488, -0.854, -3.237)
H (0.613, 1.439, -3.002)
H (1.069, 3.743, -2.273)
H (2.977, 4.164, -0.694)
H (4.271, 2.326, 0.001)
H (3.918, 0.099, -0.681)
C (-4.114, -0.840, 1.619)
C (-3.083, -1.680, 2.384)
C (-1.702, -1.344, 1.808)
S (-1.816, 0.345, 1.196)
O (-1.645, 0.323, -0.242)
O (-1.008, 1.219, 2.010)
C (-3.547, 0.576, 1.575)
H (-5.090, -0.859, 2.100)
H (-4.233, -1.226, 0.604)
H (-3.113, -1.419, 3.443)
H (-3.290, -2.745, 2.304)
H (-0.914, -1.389, 2.556)
H (-1.452, -1.981, 0.962)
H (-3.998, 1.209, 0.814)
H (-3.603, 1.060, 2.549)

---

[7]
Formula: C12H19IN2O2S
Source: the OMol25 dataset
Level of theory: wB97M-V/def2-TZVPD

The SMILES is CCN(CC)CCNS(=O)(=O)c1ccc(I)cc1. Its HOMO energy is -0.3068 Eh. The total energy comes out at -1424.4261 hartree.

Cartesian coordinates (Å):
O (0.846, -2.358, 3.127)
O (0.436, -0.059, 3.875)
I (6.643, 0.849, -0.411)
C (3.799, 1.179, 0.786)
C (4.554, -1.040, 0.976)
C (2.573, 0.856, 1.491)
C (3.358, -1.423, 1.646)
C (4.859, 0.237, 0.617)
C (2.357, -0.418, 1.948)
N (-1.956, 0.054, -0.892)
N (-0.409, -0.629, 1.665)
C (-4.257, 0.936, -1.318)
C (-0.842, 1.634, -2.598)
C (-3.035, 0.925, -0.384)
C (-1.395, 0.216, -2.254)
C (-1.935, -1.273, -0.249)
C (-0.623, -1.560, 0.596)
S (0.827, -0.911, 2.784)
H (3.849, 2.212, 0.581)
H (5.291, -1.805, 0.837)
H (1.835, 1.602, 1.618)
H (3.117, -2.478, 1.886)
H (-0.159, 0.213, 1.283)
H (-4.002, 1.360, -2.278)
H (-4.666, -0.044, -1.586)
H (-5.062, 1.535, -0.960)
H (0.007, 1.796, -1.988)
H (-0.455, 1.704, -3.661)
H (-1.690, 2.430, -2.632)
H (-3.409, 0.565, 0.569)
H (-2.643, 1.967, -0.184)
H (-2.131, -0.108, -3.023)
H (-0.449, -0.411, -2.231)
H (-2.120, -2.117, -1.009)
H (-2.741, -1.390, 0.386)
H (-0.679, -2.577, 1.029)
H (0.306, -1.668, -0.039)

---

[8]
Formula: C12H19NO2P3
Source: the OMol25 dataset
Level of theory: wB97M-V/def2-TZVPD

The energy relative to the best compared isomer or geometry (same formula, charge and spin) is 212.1 kJ/mol. Its net charge is +1. Its HOMO energy is -0.4111 Eh. The total energy comes out at -1697.6129 hartree.

Cartesian coordinates (Å):
N (3.489, -0.593, 1.400)
P (2.931, -2.256, 1.710)
O (3.918, -3.255, 0.622)
P (0.883, -2.607, 1.038)
P (0.068, -0.656, 0.406)
O (-1.302, -0.453, 1.179)
H (3.713, -0.409, 0.397)
H (2.849, 0.138, 1.781)
H (3.350, -3.293, -0.220)
H (0.882, -3.574, -0.056)
H (0.026, -3.189, 2.073)
H (0.976, 0.436, 0.695)
H (-0.139, -0.742, -1.018)
C (4.138, 3.783, 0.983)
C (3.657, 4.910, 0.318)
C (3.122, 4.789, -0.965)
C (3.058, 3.537, -1.577)
C (3.535, 2.409, -0.910)
C (4.079, 2.532, 0.369)
H (4.558, 3.879, 1.981)
H (3.701, 5.885, 0.798)
H (2.754, 5.668, -1.486)
H (2.637, 3.441, -2.574)
H (3.484, 1.433, -1.387)
H (4.455, 1.654, 0.886)
C (-6.087, -1.881, -1.749)
C (-4.971, -1.075, -1.528)
C (-4.288, -1.146, -0.315)
C (-4.716, -2.031, 0.675)
C (-5.830, -2.839, 0.453)
C (-6.519, -2.762, -0.757)
H (-6.621, -1.823, -2.694)
H (-4.633, -0.391, -2.303)
H (-3.422, -0.513, -0.140)
H (-4.181, -2.090, 1.620)
H (-6.163, -3.530, 1.224)
H (-7.390, -3.388, -0.928)

---

[9]
Formula: C12H19NO2S2
Source: the OMol25 dataset
Level of theory: wB97M-V/def2-TZVPD

The energy relative to the best compared isomer or geometry (same formula, charge and spin) is 10.6 kJ/mol. The SMILES is O=S(=O)(NC1CCCCCCC1)c1cccs1. Its HOMO energy is -0.3473 Eh. The total energy comes out at -1470.2465 hartree.

Cartesian coordinates (Å):
O (3.286, 2.675, -0.329)
S (2.233, 1.842, 0.161)
O (1.561, 2.215, 1.374)
N (1.177, 1.589, -1.095)
H (1.072, 2.393, -1.692)
C (-0.062, 0.921, -0.722)
C (-1.128, 1.943, -0.330)
H (-0.654, 2.610, 0.395)
C (-2.398, 1.369, 0.303)
H (-3.051, 0.958, -0.467)
C (-2.143, 0.308, 1.381)
H (-2.842, 0.477, 2.204)
H (-1.140, 0.434, 1.792)
C (-2.357, -1.139, 0.925)
H (-2.296, -1.774, 1.814)
C (-1.393, -1.717, -0.116)
C (-1.506, -1.089, -1.512)
H (-1.423, -1.878, -2.263)
H (-2.499, -0.657, -1.628)
C (-0.434, -0.047, -1.848)
H (-0.753, 0.527, -2.720)
H (0.487, -0.568, -2.120)
H (-1.631, -2.781, -0.200)
H (-0.365, -1.655, 0.244)
H (-3.375, -1.230, 0.536)
H (-2.934, 2.208, 0.750)
H (-1.399, 2.534, -1.209)
H (0.212, 0.346, 0.164)
C (2.814, 0.185, 0.375)
C (2.686, -0.609, 1.473)
C (3.231, -1.895, 1.268)
C (3.752, -2.041, 0.021)
S (3.594, -0.612, -0.927)
H (4.225, -2.907, -0.398)
H (3.232, -2.669, 2.014)
H (2.222, -0.268, 2.380)

---

[10]
Formula: C12H19NP
Source: the OMol25 dataset
Level of theory: wB97M-V/def2-TZVPD

The energy relative to the best compared isomer or geometry (same formula, charge and spin) is 302.2 kJ/mol. The SMILES is PC[C@H](c1ccccc1)[NH+]1CCCC1. Its net charge is +1. Its HOMO energy is -0.4648 Eh. The total energy comes out at -864.4080 hartree.

Cartesian coordinates (Å):
C (-3.390, -1.942, 0.114)
C (-2.760, -1.537, 1.324)
C (-2.800, -1.667, -1.116)
C (-1.715, -0.642, 1.262)
C (-1.703, -0.817, -1.172)
C (-1.215, -0.203, 0.024)
C (2.889, 0.812, -0.436)
C (2.815, -0.674, -0.970)
C (2.286, 0.662, 0.950)
C (1.688, -1.299, -0.167)
C (-0.269, 2.257, 0.459)
C (0.044, 0.562, -0.185)
N (1.083, -0.136, 0.616)
P (-1.761, 3.142, -0.144)
H (-4.174, -2.594, 0.362)
H (-3.124, -2.015, 2.175)
H (-3.091, -1.923, -2.099)
H (-1.189, -0.266, 2.113)
H (-1.176, -0.576, -2.131)
H (3.888, 1.254, -0.366)
H (2.361, 1.429, -1.141)
H (2.780, -0.749, -2.036)
H (3.836, -1.237, -0.745)
H (3.006, -0.028, 1.468)
H (2.100, 1.714, 1.376)
H (0.892, -1.941, -0.608)
H (2.007, -1.954, 0.704)
H (0.614, 2.962, 0.214)
H (-0.526, 2.212, 1.598)
H (0.249, 0.908, -1.261)
H (0.586, -0.468, 1.368)
H (-2.524, 1.963, 0.089)
H (-1.706, 2.791, -1.640)

---

[11]
Formula: C12H19O7PS
Source: the OMol25 dataset
Level of theory: wB97M-V/def2-TZVPD

The SMILES is O=C1C=C([PH2]=S)C(=O)O1.CCOC(C)=O.CCOC(C)=O. Its HOMO energy is -0.3303 Eh. The total energy comes out at -1734.8634 hartree.

Cartesian coordinates (Å):
O (0.842, 2.291, -3.198)
C (0.282, 1.509, -2.502)
C (0.867, 0.369, -1.723)
C (0.133, 0.270, -0.615)
P (0.572, -0.572, 0.907)
S (0.747, 0.621, 2.431)
C (-1.158, 0.982, -0.866)
O (-2.197, 0.845, -0.322)
O (-1.008, 1.709, -2.034)
H (1.793, -0.117, -2.015)
H (-0.357, -1.605, 1.087)
H (1.787, -1.144, 0.515)
O (0.224, 0.057, 5.832)
C (-0.805, 0.564, 6.180)
O (-1.767, -0.227, 6.715)
C (-2.951, 0.301, 7.320)
C (-4.051, 0.550, 6.309)
C (-1.088, 2.032, 5.956)
H (-2.721, 1.195, 7.901)
H (-3.259, -0.466, 8.029)
H (-3.763, 1.310, 5.583)
H (-4.958, 0.884, 6.813)
H (-4.272, -0.367, 5.764)
H (-1.521, 2.146, 4.962)
H (-0.138, 2.559, 5.979)
H (-1.754, 2.482, 6.687)
O (3.317, -1.477, -3.314)
C (2.733, -1.541, -4.366)
O (3.438, -1.519, -5.505)
C (2.843, -1.757, -6.789)
C (2.271, -0.494, -7.395)
C (1.222, -1.554, -4.405)
H (2.102, -2.555, -6.724)
H (3.662, -2.134, -7.399)
H (1.454, -0.092, -6.795)
H (1.891, -0.698, -8.396)
H (3.043, 0.272, -7.463)
H (0.882, -0.518, -4.414)
H (0.886, -2.034, -3.489)
H (0.774, -2.079, -5.244)

---

[12]
Formula: C12H19P
Source: the OMol25 dataset
Level of theory: wB97M-V/def2-TZVPD

The energy relative to the best compared isomer or geometry (same formula, charge and spin) is 0.0 kJ/mol. The SMILES is CP1CC=C2[C@H]3C[C@@H](C[C@@H]21)C3(C)C. Its HOMO energy is -0.3089 Eh. The total energy comes out at -809.9461 hartree.

Cartesian coordinates (Å):
C (-1.250, -0.585, -1.727)
C (-0.606, 0.194, -0.889)
C (-2.120, -1.667, -1.166)
C (0.313, 2.153, 0.274)
C (0.269, 0.039, 1.657)
C (0.415, 1.248, -0.968)
C (-0.968, -0.233, 0.816)
C (1.161, 1.106, 1.017)
C (1.731, 0.676, -0.359)
C (2.949, 1.507, -0.756)
C (2.042, -0.792, -0.610)
C (-3.182, -1.868, 1.456)
P (-1.540, -1.979, 0.597)
H (-1.188, -0.485, -2.802)
H (-3.174, -1.373, -1.179)
H (-2.029, -2.586, -1.751)
H (0.831, 3.100, 0.145)
H (-0.684, 2.349, 0.660)
H (-0.037, 0.379, 2.650)
H (0.845, -0.880, 1.793)
H (0.477, 1.716, -1.953)
H (-1.799, 0.420, 1.085)
H (1.890, 1.476, 1.741)
H (2.733, 2.572, -0.761)
H (3.283, 1.225, -1.753)
H (3.767, 1.329, -0.060)
H (2.931, -1.085, -0.053)
H (2.237, -0.943, -1.671)
H (1.221, -1.444, -0.328)
H (-3.771, -2.751, 1.214)
H (-3.727, -0.974, 1.151)
H (-3.019, -1.847, 2.532)